(1)
28
Properties=species:S:1:pos:R:3:forces:R:3 method="wB97M-V/def2-TZVPD" charge=+1 de_lowest_kcal_mol=97.0 homo_energy_ev="-10.666 / -10.922" energy_ha=-769.67177
C -1.3427 -0.5519 -3.1052 1.16 -0.88 0.19
C -0.1032 -0.9565 -3.5587 -0.25 0.45 -0.54
C -1.4814 0.0959 -1.8624 -0.37 1.04 -0.63
C 1.0819 -0.7047 -2.8285 -0.61 0.30 -0.73
C -0.3714 0.3884 -1.0563 -1.69 -1.25 -1.30
C 0.8709 -0.2019 -1.4551 1.34 -0.12 -1.81
C 1.7907 -0.9901 -0.8564 -1.86 0.05 1.83
C -0.7082 1.0945 0.2208 -1.97 -2.36 -0.68
C 1.7412 0.8905 1.8081 -1.59 -0.97 -1.81
C -0.8196 1.1879 3.0849 2.16 -2.10 -2.55
C -0.3545 -1.4336 1.6595 2.58 0.10 4.59
P 0.0090 0.3507 1.6654 0.17 -0.18 0.77
H -2.1010 -0.8229 -3.8188 -0.88 0.54 0.45
H -0.1702 -1.2336 -4.6258 0.96 -0.31 0.72
H -2.5179 0.5116 -1.6818 1.39 -0.49 0.34
H 2.0385 -0.8592 -3.4083 -0.90 0.38 1.54
H -1.8405 0.8952 0.2651 1.54 0.59 0.58
H 2.7646 -1.3316 -1.0103 1.37 -0.03 -1.00
H -0.5866 2.1236 0.1368 0.54 1.99 0.25
H 1.6047 1.8837 2.0790 0.26 1.93 0.90
H 2.2885 0.8656 0.8916 0.02 -0.04 -0.89
H 2.2961 0.3101 2.4564 0.93 -1.01 1.89
H -1.1419 2.0664 2.6912 -0.89 2.88 -0.61
H -0.1039 1.2347 3.8199 1.50 0.59 1.94
H -1.5859 0.5971 3.3800 -2.61 -1.69 1.02
H -1.1183 -1.6402 1.0372 -2.91 -0.50 -2.05
H -0.6401 -1.7556 2.7919 0.73 0.69 -2.75
H 0.5012 -2.0140 1.2797 -0.11 0.38 0.34

(2)
61
Properties=species:S:1:pos:R:3:forces:R:3 method="wB97M-V/def2-TZVPD" charge=+1 homo_energy_ev=-11.188 energy_ha=-1403.19994
C 2.3808 3.1652 0.4107 0.15 0.00 -0.33
C 2.2861 2.4445 -0.9404 -0.38 -0.11 1.18
C 0.8183 2.2936 -1.2622 1.06 0.59 -0.98
O 0.2553 1.4415 -0.2235 -0.67 -0.44 0.41
S -1.1871 0.8784 -0.5882 -0.67 -0.05 -0.71
C -2.4302 1.8051 0.3673 0.67 0.35 0.08
C -1.9910 3.2629 0.4334 0.16 -0.17 -0.08
C -3.0226 4.1190 1.1906 0.07 0.13 0.00
O -3.5530 5.1743 0.4434 0.00 -0.01 -0.02
C -2.5946 6.1097 -0.0293 0.19 -0.19 -0.08
H 1.7580 4.0527 0.3484 0.04 0.34 0.19
H 2.0128 2.5586 1.2270 -0.12 -0.18 0.15
H 3.3929 3.4547 0.6610 0.19 0.08 -0.04
H 2.7286 1.4575 -0.8753 0.30 -0.16 -0.17
H 2.7869 3.0284 -1.7003 -0.02 0.02 -0.36
H 0.3796 3.2839 -1.2449 -0.50 0.09 0.27
H 0.6564 1.8884 -2.2577 -0.19 -0.48 0.04
H -1.2203 -0.3154 0.0459 0.26 0.17 0.20
H -2.5710 1.3639 1.3432 -0.07 -0.22 0.15
H -3.3197 1.7596 -0.2470 -0.31 -0.41 -0.07
H -1.0189 3.3552 0.9000 0.23 -0.11 0.20
H -1.8586 3.6025 -0.5880 -0.20 0.38 -0.22
H -3.8664 3.5104 1.4964 -0.24 -0.10 0.00
H -2.5549 4.4809 2.1067 0.08 0.16 0.14
H -2.4641 5.9814 -1.0997 0.01 0.08 -0.24
H -1.6161 5.9934 0.4373 0.06 -0.11 0.22
H -2.9269 7.1177 0.1706 -0.27 0.20 0.04
C 4.2169 -3.3698 0.4455 -0.03 -0.15 0.05
C 5.4091 -2.5299 0.8959 -0.21 0.13 -0.19
C 5.0810 -1.5089 1.9942 0.22 -0.08 0.14
O 4.3683 -0.3613 1.5568 -0.10 0.02 0.03
C 2.9850 -0.5441 1.3670 0.13 0.09 -0.19
N 6.0192 -1.9038 -0.2806 0.04 0.13 0.19
H 3.5679 -2.8269 -0.2421 0.02 0.07 0.01
H 4.5637 -4.2564 -0.0834 0.03 0.03 -0.03
H 3.6184 -3.7004 1.2973 0.00 0.01 0.00
H 6.1438 -3.2175 1.3233 0.03 0.05 0.06
H 6.0236 -1.1233 2.3874 -0.02 0.07 -0.02
H 4.5553 -1.9815 2.8342 -0.08 -0.04 -0.07
H 2.5575 -1.2331 2.1018 0.00 -0.04 -0.02
H 2.7787 -0.9072 0.3542 -0.14 -0.15 0.06
H 2.5034 0.4288 1.4697 0.03 0.01 0.11
H 6.8892 -1.4535 -0.0105 0.05 -0.11 -0.06
H 5.4200 -1.1360 -0.5720 -0.02 -0.06 -0.07
C -3.6600 -4.7717 -1.6009 -0.03 -0.13 0.04
C -2.4906 -3.9109 -1.1340 -0.19 0.09 -0.22
C -2.8477 -2.9263 -0.0120 0.15 -0.05 0.07
O -3.5959 -1.7866 -0.4153 0.19 0.11 0.06
C -4.9861 -2.0186 -0.6121 -0.03 0.22 -0.10
N -1.8984 -3.2420 -2.2983 0.05 0.27 0.31
H -4.3253 -4.2330 -2.2745 0.01 0.07 0.02
H -3.2886 -5.6357 -2.1491 0.03 0.03 -0.02
H -4.2470 -5.1375 -0.7568 0.00 0.01 0.00
H -1.7357 -4.5863 -0.7224 0.04 0.06 0.07
H -1.9076 -2.5276 0.3907 -0.01 0.02 0.00
H -3.3549 -3.4331 0.8173 -0.05 -0.04 -0.05
H -5.3756 -2.7405 0.1082 0.03 -0.05 -0.01
H -5.1887 -2.3581 -1.6279 -0.04 -0.11 0.04
H -5.5021 -1.0696 -0.4704 0.04 0.01 0.06
H -1.0366 -2.7762 -2.0246 0.08 -0.17 -0.09
H -2.5208 -2.4891 -2.5820 -0.06 -0.13 -0.13

(3)
16
Properties=species:S:1:pos:R:3:forces:R:3 method="wB97M-V/def2-TZVPD" charge=+1 de_lowest_kcal_mol=52.1 homo_energy_ev="-14.555 / -14.554" energy_ha=-1419.38098
C -1.8884 -2.1589 0.3426 0.04 -0.15 0.06
C -2.2936 -1.0448 -0.6329 -0.01 -0.74 1.46
C 2.9516 1.0827 1.0075 0.24 0.67 0.06
N -0.8573 -1.8309 1.0307 0.17 0.45 -1.12
N -0.2162 -0.8086 1.0850 -2.56 -0.83 0.69
N 3.4902 2.0713 0.7205 -0.30 0.75 -0.29
N -1.6733 0.0168 -0.5505 2.43 1.03 -1.11
O 2.2775 0.2002 1.3287 -1.02 -2.29 0.66
O 0.3563 -0.0046 -2.0775 -0.89 1.39 -0.16
O 0.3041 1.4421 -0.0665 0.11 0.97 -0.81
S -0.3052 0.9504 -1.2449 -1.65 -1.01 1.34
Cl -1.4335 2.4722 -2.0954 1.23 -1.40 0.26
H -2.5217 -3.0308 0.5071 0.33 0.36 0.24
H -3.2772 -1.2079 -1.0590 -0.09 -0.03 -0.41
H 0.8075 -0.7473 1.1841 0.69 0.19 -0.59
H 4.2791 2.5982 0.5207 1.27 0.65 -0.28

(4)
18
Properties=species:S:1:pos:R:3:forces:R:3 method="wB97M-V/def2-TZVPD" de_lowest_kcal_mol=126.3 homo_energy_ev=-8.708 smiles="N[C@H]1C[C@]12CN=CNO2" energy_ha=-435.25652
N -2.5892 -0.5603 -0.2941 -1.36 -3.42 1.03
C -1.6907 0.5612 -0.2502 -2.57 0.36 1.75
C -0.9917 0.5099 1.1854 0.15 1.94 -1.33
C -0.3211 0.3373 -0.1651 1.64 -0.79 1.16
C 0.7060 1.3503 -0.4428 2.90 0.47 -0.94
N 2.0245 0.8135 0.0181 0.76 -1.28 -0.77
C 2.1791 -0.4560 0.1801 -1.61 1.89 0.63
N 1.1277 -1.3861 0.0596 4.29 -0.64 0.15
O 0.0581 -0.9584 -0.5982 -1.47 0.65 -0.26
H -2.2072 -1.6268 -0.1746 -0.32 3.87 -0.87
H -3.1170 -0.4908 0.6099 0.19 -0.06 -1.52
H -2.0430 1.5516 -0.6613 0.06 -1.35 0.52
H -0.8507 1.5545 1.5041 0.26 -0.96 0.76
H -1.2149 -0.3063 1.8864 -0.10 0.57 -0.61
H 0.8344 1.5418 -1.5572 -0.36 0.02 1.25
H 0.7215 2.3175 0.1307 -1.05 -0.88 -0.81
H 3.1136 -0.8262 0.6153 -0.33 -0.11 -0.26
H 1.0673 -1.9340 0.9032 -1.07 -0.28 0.11

(5)
21
Properties=species:S:1:pos:R:3:forces:R:3 method="wB97M-V/def2-TZVPD" charge=+1 de_lowest_kcal_mol=0.0 homo_energy_ev=-12.265 smiles="Cc1[nH+]cn2c1C=CC[C@@H]2I" energy_ha=-717.75973
C -2.7258 1.4789 0.3936 0.64 0.58 2.82
C -1.3128 1.2434 0.1850 2.22 -3.21 -0.65
N -0.4136 2.2088 -0.1274 1.09 2.15 0.24
C 0.7843 1.6898 -0.3941 1.15 0.67 -0.94
N 0.7095 0.3834 -0.3779 1.65 -1.55 0.77
C -0.5675 0.0307 0.1240 0.07 0.70 -1.62
C -0.8462 -1.4068 0.1750 0.52 -0.93 0.38
C 0.1734 -2.3233 0.0557 -1.41 3.53 0.37
C 1.6367 -2.0578 -0.0080 -0.21 2.06 1.40
C 2.0003 -0.6365 -0.6206 -2.22 -0.16 3.92
I 3.7752 0.1559 0.2076 -0.04 0.17 0.08
H -3.1069 2.1596 -0.3748 -0.67 -0.85 0.12
H -2.7122 2.0201 1.3837 -0.66 -0.06 -0.86
H -3.1012 0.4909 0.7019 -0.96 0.59 -1.00
H -0.5072 3.2384 0.0006 -0.28 -1.30 -0.27
H 1.7007 2.2480 -0.6288 -0.71 -0.20 0.17
H -1.9092 -1.6483 0.3937 1.04 -0.31 -0.37
H 0.0720 -3.3372 0.1269 -1.31 -2.49 0.20
H 2.0468 -2.3543 1.0249 -0.33 1.15 -1.26
H 2.0616 -2.7842 -0.6308 0.80 -0.95 -1.19
H 2.2425 -0.7997 -1.6101 -0.38 0.41 -2.32